Record 1
{
  "formula": "C7H8N2",
  "method": "ωB97M-V with the def2-TZVPD basis set",
  "symbols": ["C", "C", "C", "C", "C", "C", "C", "N", "N", "H", "H", "H", "H", "H", "H", "H", "H"],
  "coordinates": [[1.98712, -1.19810, -0.09648], [0.77676, -0.61481, -0.01785], [-0.60887, -1.21320, -0.07506], [-1.51977, -0.08375, 0.59922], [-1.32580, 1.05968, -0.37175], [-0.00835, 1.75143, -0.02653], [1.04310, 0.89255, 0.09917], [2.60158, 0.91696, 0.20716], [3.00958, -0.20940, -0.00354], [2.41780, -2.20132, -0.29890], [-0.87974, -1.44609, -1.09189], [-0.63526, -2.14000, 0.49240], [-2.54191, -0.56036, 0.68233], [-1.07878, -0.05685, 1.67046], [-1.24574, 0.56622, -1.35013], [-2.14553, 1.78912, -0.37806], [0.15378, 2.74791, -0.04055]],
  "e_tot_ha": -380.9307,
  "e_homo_ha": -0.329,
  "gap_ha": 0.3129
}

---

Record 2
{
  "formula": "C7H8N2NiO4S",
  "method": "ωB97M-V with the def2-TZVPD basis set",
  "symbols": ["Ni", "O", "C", "C", "O", "C", "O", "C", "O", "C", "H", "H", "C", "H", "H", "N", "C", "N", "S", "H", "H", "H", "H"],
  "coordinates": [[-0.01545, 0.00235, -0.98995], [-0.00572, 2.81477, -0.46932], [-0.01730, 1.86182, -1.11146], [-0.00829, -1.86292, -1.09330], [0.00639, -2.82509, -0.46321], [1.80149, 0.00539, -0.88351], [2.88107, 0.00275, -1.27706], [-1.84964, -0.00104, -0.85882], [-2.92490, -0.00630, -1.26767], [-0.00313, 0.67599, -4.74063], [-0.95547, 1.25724, -4.74212], [0.94734, 1.25701, -4.73967], [0.00217, -0.67275, -4.74313], [0.95231, -1.25902, -4.73961], [-0.94707, -1.25921, -4.74285], [-0.11625, 1.14052, 4.88599], [0.04658, -0.00729, 4.16197], [-0.11501, -1.14837, 4.87510], [0.28980, 0.01058, 2.50050], [-0.01224, 1.21295, 5.88175], [0.02911, 1.99853, 4.34081], [0.02802, -1.98565, 4.32661], [-0.01380, -1.21227, 5.88957]],
  "e_tot_ha": -2587.7934,
  "e_homo_ha": [-0.567, -0.566],
  "gap_ha": [0.2997, 0.1478],
  "s2": 2.015,
  "charge": 2,
  "multiplicity": 3
}

---

Record 3
{
  "formula": "C7H8N2O",
  "method": "ωB97M-V with the def2-TZVPD basis set",
  "symbols": ["O", "C", "C", "C", "C", "C", "C", "N", "N", "C", "H", "H", "H", "H", "H", "H", "H", "H"],
  "coordinates": [[1.41673, -2.14023, 0.21331], [0.48105, -1.29491, 0.85941], [0.88046, 0.44131, 1.04638], [-0.31179, 1.08729, 1.40257], [-1.46982, 0.14296, 1.15641], [-0.73531, -0.86643, 0.09015], [0.00230, -0.00649, -0.91469], [0.22795, 0.67120, -2.19338], [1.28073, 1.45124, -1.52605], [1.02568, 0.64544, -0.36886], [1.18146, -2.04848, -0.68790], [0.38869, -1.51460, 1.86495], [-0.48943, 2.21645, 1.30796], [-1.77903, -0.64357, 1.95405], [-2.20655, 0.66121, 0.69277], [-1.50834, -1.50588, -0.43427], [-0.53508, 1.35987, -2.47376], [2.15032, 1.34365, -1.98904]],
  "e_tot_ha": -455.9657,
  "e_homo_ha": [-0.281, -0.280],
  "gap_ha": [0.2821, 0.2797]
}

---

Record 4
{
  "formula": "C7H8N2O2",
  "method": "ωB97M-V with the def2-TZVPD basis set",
  "symbols": ["C", "C", "N", "C", "N", "C", "C", "C", "H", "H", "H", "H", "H", "H", "H", "H", "O", "C", "O"],
  "coordinates": [[-1.03890, 2.76457, 0.17172], [-0.47764, 2.37503, 1.34236], [0.10577, 1.12676, 1.15783], [-0.23801, 0.67973, -0.10320], [0.21997, -0.52700, -0.54076], [-0.10520, -1.10850, -1.84018], [-0.47074, -1.85873, -0.60528], [-0.85370, 1.70834, -0.78360], [-1.76466, 3.58333, -0.02541], [-0.38500, 2.89688, 2.29273], [0.64421, 0.67622, 1.78192], [0.73696, -1.21732, -2.52424], [-0.96852, -0.63707, -2.40202], [-1.61443, -2.03604, -0.37990], [0.09362, -2.70391, -0.13556], [-1.29001, 1.72296, -1.77496], [3.19330, -3.03980, 0.77477], [2.48882, -2.48770, 1.48439], [1.72416, -1.91774, 2.10940]],
  "e_tot_ha": -531.4844,
  "e_homo_ha": -0.278,
  "gap_ha": 0.2964
}

---

Record 5
{
  "formula": "C7H8N2O2S",
  "method": "ωB97M-V with the def2-TZVPD basis set",
  "symbols": ["N", "C", "N", "S", "O", "O", "C", "C", "C", "C", "C", "C", "H", "H", "H", "H", "H", "H", "H", "H"],
  "coordinates": [[-0.45001, 2.26565, -0.84111], [-0.46147, 1.57210, 0.36907], [-1.87145, 1.09767, 0.84082], [-2.08811, -0.31228, -0.04960], [-2.49782, 0.02137, -1.33526], [-2.89211, -1.15057, 0.79076], [-0.40319, -0.87109, 0.03548], [0.19048, -2.10359, -0.28481], [1.58382, -2.21272, -0.27012], [2.37742, -1.09557, -0.07047], [1.77530, 0.15497, 0.20666], [0.36289, 0.29232, 0.28245], [-1.29002, 2.23230, -1.38377], [-0.22653, 3.20425, -0.55547], [0.02479, 2.23140, 1.27762], [-1.94034, 0.83947, 1.81527], [-0.26748, -3.04518, -0.47981], [2.13545, -3.21065, -0.58210], [3.47578, -0.97597, -0.00853], [2.46258, 1.06613, 0.24290]],
  "e_tot_ha": -929.6633,
  "e_homo_ha": -0.359,
  "gap_ha": 0.3753
}

---

Record 6
{
  "formula": "C7H8N2O2S",
  "method": "ωB97M-V with the def2-TZVPD basis set",
  "symbols": ["C", "C", "C", "C", "O", "N", "C", "N", "S", "C", "O", "C", "H", "H", "H", "H", "H", "H", "H", "H"],
  "coordinates": [[-3.20682, 1.33954, 0.47069], [-1.80335, 0.88642, 0.38480], [-0.78003, 1.47556, 1.08787], [0.58273, 1.01757, 0.94464], [1.43042, 1.50961, 1.67127], [0.90153, 0.06056, 0.01201], [-0.20495, -0.60876, -0.53267], [-1.46134, -0.23987, -0.33350], [-0.00339, -2.00376, -1.58097], [1.82471, -2.21871, -1.59543], [2.49203, -0.98255, -1.35969], [2.24405, -0.42867, -0.03434], [-3.25418, 2.38000, 0.75823], [-3.72151, 0.75216, 1.22936], [-3.70210, 1.16651, -0.47855], [-0.92920, 2.26817, 1.75906], [2.12605, -2.69002, -2.51752], [2.09662, -2.92873, -0.79501], [2.46688, -1.16929, 0.78564], [2.90185, 0.41422, 0.12411]],
  "e_tot_ha": -929.7068,
  "e_homo_ha": -0.315,
  "gap_ha": 0.3264
}

---

Record 7
{
  "formula": "C7H8N2O3",
  "method": "ωB97M-V with the def2-TZVPD basis set",
  "symbols": ["C", "C", "C", "C", "C", "C", "C", "N", "N", "O", "O", "O", "H", "H", "H", "H", "H", "H", "H", "H"],
  "coordinates": [[-1.48517, 0.84004, 1.74093], [-0.82458, -0.34009, 1.90081], [-1.54182, 1.43617, 0.47207], [-0.05478, -0.91891, 0.73340], [-1.17787, 0.70263, -0.66827], [-0.63472, -0.62420, -0.59556], [-0.13152, -1.29029, -1.68800], [2.79547, 0.45090, -0.81023], [1.84050, -0.15508, -0.52091], [1.33767, -0.32131, 0.68871], [-0.28648, -1.01540, -2.97554], [3.50427, 1.02407, 0.18761], [-2.09501, 1.20864, 2.56739], [-0.87238, -0.83605, 2.85256], [-2.06347, 2.28534, 0.50726], [0.23362, -1.95275, 0.88131], [-1.34212, 1.05803, -1.62560], [0.28514, -2.34747, -1.41479], [-0.38362, -0.14443, -3.17653], [2.89686, 0.94016, 0.94339]],
  "e_tot_ha": -606.4631,
  "e_homo_ha": [-0.221, -0.345],
  "gap_ha": [0.2483, 0.2649],
  "s2": 2.027,
  "multiplicity": 3
}

---

Record 8
{
  "formula": "C7H8N2O4",
  "method": "ωB97M-V with the def2-TZVPD basis set",
  "symbols": ["O", "C", "O", "C", "N", "C", "C", "C", "C", "O", "N", "C", "O", "H", "H", "H", "H", "H", "H", "H", "H"],
  "coordinates": [[-3.18724, -0.18497, -1.46334], [-2.51955, -0.69896, -0.54366], [-2.85705, -1.73054, 0.09213], [-1.36627, 0.12380, 0.07703], [-0.85661, -0.52585, 1.37709], [0.35345, 0.09864, 1.94104], [1.51507, -0.04392, 0.95355], [1.06918, 0.18839, -0.48766], [-0.23312, 0.26011, -0.91022], [-0.29622, 0.41976, -2.26610], [1.05549, 0.45582, -2.73658], [1.89550, 0.41987, -1.65355], [3.11469, 0.67433, -1.63675], [-1.81358, 1.10010, 0.34828], [-1.64020, -0.48851, 2.05007], [-0.67876, -1.52317, 1.16467], [0.63209, -0.37492, 2.90343], [0.19567, 1.17265, 2.09149], [1.95839, -1.02451, 1.02939], [2.30781, 0.67498, 1.19629], [1.35124, 1.00688, -3.52661]],
  "e_tot_ha": -681.9232,
  "e_homo_ha": -0.324,
  "gap_ha": 0.3126
}